{"formula": "C4H8N2S2", "method": "ωB97M-V/def2-TZVPD", "species": ["S", "H", "N", "H", "H", "C", "C", "H", "C", "N", "H", "H", "H", "C", "H", "S"], "coordinates": [[0.786002, -2.175049, -1.328819], [1.302246, -2.728496, 1.068249], [0.021846, 0.347843, 0.265199], [-0.226815, 2.356170, 0.517924], [-0.464225, 0.197433, -0.699667], [0.465616, -0.719454, 0.981696], [0.973785, -1.852188, 0.462046], [1.830661, -1.252301, -3.223793], [-1.998543, 1.500018, 0.656584], [-0.544854, 1.410634, 0.859524], [0.223527, -0.617446, 2.048759], [-2.456812, 0.794140, 1.405718], [-2.279723, 1.107437, -0.349692], [1.887977, -1.051216, -2.131857], [-2.164434, 2.426449, 1.012362], [2.643744, 0.256025, -1.544232]], "forces_ev_per_a": [[1.19, 0.53, 1.03], [-0.45, 1.04, -0.59], [-0.90, -0.69, -3.69], [0.62, -1.80, 0.19], [1.80, -0.43, 1.84], [-0.69, -0.35, 0.42], [-0.28, -0.78, -0.74], [0.19, 0.06, 0.65], [1.20, -5.05, 0.80], [-1.00, 2.93, 0.98], [0.86, 0.04, -0.27], [0.08, 0.52, -0.79], [-0.19, 1.07, 0.36], [-0.89, 0.13, -0.26], [-1.66, 3.40, 0.23], [0.12, -0.63, -0.16]], "homo_lumo_gap_ev": 8.27, "smiles": "CNN/C=C\\SC=S", "e_lumo_ev": 0.052, "de_lowest_kj_mol": 291.11}